Computed, not measured: C43H36BiClN9O6S3 as an isolated structure at a distorted geometry, with the ωB97M-V functional and the def2-TZVPD basis.

```
99
Properties=species:S:1:pos:R:3:mulliken_charge:R:1
Bi 0.31440 -0.58020 1.02680 2.7119
C -1.85350 -0.77800 4.99340 -0.4969
O -1.72240 0.56420 5.43980 -0.5294
C -1.36620 1.58270 4.59670 -0.0364
C -1.80400 2.83490 4.98060 -0.6955
C -1.45040 3.97850 4.26860 -0.8812
C -0.67730 3.86020 3.14390 -0.7307
C -0.21890 2.60530 2.69830 1.2128
C 0.72850 2.59200 1.62960 -0.9991
N 1.18330 1.56840 0.98400 0.7248
N 2.22280 1.77700 0.13770 -1.0520
C 2.87850 0.69210 -0.19910 0.3621
O 2.58390 -0.48550 0.18110 -1.0858
C 4.08700 0.89120 -1.02970 0.4808
C 4.47570 2.15680 -1.46110 -0.2731
C 5.65230 2.31470 -2.16800 -0.6837
C 6.45620 1.21810 -2.44120 -0.3219
C 6.05540 -0.04760 -2.04670 -0.7916
C 4.87650 -0.21230 -1.34420 -0.3446
C -0.53670 1.43290 3.44130 0.6320
O -0.05810 0.27240 3.14680 -0.6524
H -1.94410 -1.36880 5.90500 0.3371
H -2.75790 -0.90730 4.39140 0.2364
H -0.99700 -1.11660 4.41540 0.0270
H -2.42540 2.90330 5.86010 0.4778
H -1.77670 4.94580 4.61970 0.5125
H -0.39200 4.74120 2.58440 0.5612
H 1.16590 3.55860 1.37350 0.3157
H 3.84730 3.00140 -1.22620 0.4141
H 5.95800 3.29580 -2.50650 0.3698
H 7.39510 1.35220 -2.96130 0.3755
H 6.66950 -0.90520 -2.28310 0.4042
H 4.55110 -1.18990 -1.02030 0.4372
S 2.97930 -5.83640 -0.19160 -0.4001
C 2.03690 -4.64390 -0.81430 0.1524
S 2.10280 -2.98370 -0.22720 0.1519
C 0.81660 -2.57540 -1.39950 0.6142
N 0.45400 -3.58270 -2.10090 -0.9642
N 1.11900 -4.72590 -1.81360 0.7836
C 0.76070 -5.84370 -2.58720 0.7452
C -0.45170 -5.77870 -3.27410 -0.3839
C -0.84300 -6.82060 -4.08980 -0.6151
C -0.04430 -7.94580 -4.22550 -0.4285
C 1.16240 -8.00530 -3.54940 -0.6837
C 1.57370 -6.96280 -2.73760 -0.5406
S 0.16630 -1.01330 -1.58210 -0.6238
H -1.05780 -4.89390 -3.16510 0.4535
H -1.77550 -6.74220 -4.63020 0.3494
H -0.35460 -8.76060 -4.86500 0.3669
H 1.81080 -8.86230 -3.66380 0.3611
H 2.52280 -7.01820 -2.23300 0.2737
C -3.28460 0.82790 1.93720 -0.2173
C -2.53000 1.40470 0.81150 0.2747
N -1.37990 1.00170 0.31850 0.3788
C -1.09850 1.78010 -0.76560 -0.6939
C -2.09330 2.68360 -0.92960 -1.0734
N -3.00130 2.44850 0.07570 0.4622
C -4.18480 3.22490 0.31230 -1.5126
N -4.05280 4.17120 1.38750 1.0354
N -4.82790 4.05850 2.48340 -0.6109
N -4.63800 5.02470 3.26950 -0.6371
C -3.69500 5.85280 2.73770 0.1335
C -3.13980 7.04020 3.21080 -0.6428
C -2.18410 7.63850 2.42600 -0.5404
C -1.79520 7.09420 1.19350 -0.6191
C -2.34010 5.92840 0.70000 -0.8063
C -3.29540 5.30420 1.49350 1.4901
H -2.90990 -0.17820 2.11260 -1.1009
H -4.34640 0.77500 1.69730 0.8205
H -3.16310 1.43160 2.83620 -0.0087
H -0.21130 1.63960 -1.34620 0.6657
H -2.26510 3.42750 -1.67910 0.4921
H -5.02410 2.57650 0.59060 0.3091
H -4.42250 3.75860 -0.61660 0.3949
H -3.44610 7.45470 4.15680 0.4739
H -1.71120 8.54710 2.76830 0.3812
H -1.04500 7.61340 0.61340 0.4040
H -2.02780 5.51470 -0.24660 0.3422
C 1.85900 -2.05900 4.40260 -0.9841
C 2.03050 -3.45450 3.89200 1.0148
C 3.12750 -4.20330 4.27850 -0.9597
C 3.27660 -5.51140 3.84900 0.3448
Cl 4.66910 -6.41560 4.34370 -0.2793
C 2.32980 -6.09790 3.03670 -0.8574
C 1.23130 -5.35600 2.63560 -0.7579
C 1.07260 -4.03590 3.04130 0.4906
O 0.02420 -3.24320 2.67740 0.0547
C -1.01190 -3.81330 1.90330 -0.1729
C -2.16410 -2.76030 1.73770 -0.0711
O -3.26420 -3.05860 2.17300 -0.7448
O -1.87430 -1.69760 1.12180 -0.8237
H 2.81570 -1.63940 4.70570 0.4742
H 1.19520 -2.07120 5.26760 0.3697
H 1.40670 -1.41390 3.65510 -0.2396
H 3.87060 -3.76910 4.93000 0.4137
H 2.43790 -7.11820 2.70560 0.5384
H 0.50430 -5.83350 1.99770 0.3831
H -1.42490 -4.70060 2.39970 0.6133
H -0.64750 -4.09130 0.90280 -0.0325
```

Properties
DFT total energy = -4473.927797 Ha
LUMO level = 1.8 eV
HOMO = -5.2216 eV
ΔE to the lowest compared entry with this formula, charge and spin = 1.644 eV
Charge = -1